DFT (ωB97M-V/def2-TZVPD) results for the molecule C4H3NS2 at a distorted geometry.

Summary:
Charge   0
Structure (SMILES)   N#C/C=C\C(=S)S
E_tot   -1005.29769 a.u.
Orbital gap   7.584 eV
LUMO   -0.0615 hartree
Energy relative to the best compared isomer or geometry (same formula, charge and spin)   21.29 kJ/mol

Each line ends with the natural charge from an NBO analysis.
Positions of all 10 atoms, in Å:
N: 0.967 2.705 0.223  -0.255
C: 1.105 1.580 0.005  0.223
C: 1.355 0.206 -0.260  -0.271
C: 0.496 -0.828 -0.242  -0.196
C: -0.940 -0.789 0.076  -0.319
S: -1.827 -2.178 0.219  0.042
S: -1.643 0.820 0.310  0.124
H: 2.393 0.010 -0.622  0.258
H: 0.903 -1.843 -0.380  0.247
H: -2.808 0.317 0.670  0.148

Cartesian forces, eV/Å:
0.18 -0.56 -0.15
-0.18 0.80 0.17
0.94 -0.81 -0.92
0.30 -0.19 0.38
-0.77 -0.21 0.30
0.76 0.85 -0.14
0.53 -0.45 -0.15
-0.86 0.11 0.62
-0.31 0.64 -0.21
-0.59 -0.18 0.10